43
Properties=species:S:1:pos:R:3:forces:R:3:nbo_charge:R:1 method="wB97M-V/def2-TZVPD" max_force_ev_per_a=3.81 gap_ev=6.544 charge=+1
N 0.759 0.376 -2.388 1.116 1.160 3.416 -0.404
C -1.380 -2.402 -0.844 1.286 1.388 0.443 -0.226
H -1.489 -5.131 2.199 -0.691 1.301 1.570 0.217
H -0.899 1.377 2.441 -0.210 -0.953 0.627 0.215
C 0.154 -0.366 -1.378 -1.606 -1.971 0.229 0.157
H 0.841 -0.372 2.717 -1.081 -0.457 -0.199 0.245
C -1.717 -0.606 -3.943 0.641 -0.571 -0.294 0.497
H -1.997 -3.266 -1.212 0.551 1.058 0.366 0.235
H -2.913 -0.574 2.046 0.241 0.670 0.640 0.195
C 1.636 1.649 -0.369 -0.254 -0.527 0.225 0.220
C -0.433 -1.025 1.047 -0.472 -0.831 -0.907 0.086
H -3.038 -2.817 2.004 0.524 -1.184 -1.581 0.246
I -3.730 -0.320 -3.121 0.618 -0.186 -0.143 0.062
H 4.726 3.925 -0.727 -0.815 -0.009 -0.594 0.180
C 2.543 2.837 0.128 -1.586 -0.087 0.750 -0.272
C 0.267 -0.127 0.061 -0.829 -1.127 0.251 0.099
N 2.526 3.999 -0.784 1.393 -0.359 0.467 -0.628
H 2.062 3.174 1.094 0.541 -0.649 -0.871 0.231
N 1.012 0.925 0.584 0.508 0.074 -3.028 -0.381
H -3.150 -0.289 3.821 0.381 0.394 -0.786 0.218
C 1.502 1.355 -1.828 -0.046 0.098 -0.302 0.043
C -2.712 0.138 2.885 0.575 0.500 -0.052 -0.623
H 2.068 2.019 -2.533 -0.690 -0.683 0.793 0.226
H 3.569 2.463 0.393 -0.820 0.259 -0.417 0.211
H 3.894 3.497 -2.329 0.306 0.736 0.866 0.189
O -1.264 0.131 -4.745 -0.339 -0.446 0.410 -0.462
C -1.207 -4.043 2.278 -0.821 0.100 -0.123 -0.371
H 0.051 -1.975 -3.868 -0.951 0.393 -0.034 0.205
C -0.224 -0.721 2.578 0.386 0.498 -0.928 -0.451
Li 0.785 -3.470 -2.443 -0.353 0.475 0.326 0.986
H 2.325 4.847 -0.246 0.050 -0.584 -0.248 0.375
C -1.271 -2.163 0.617 1.747 3.309 0.733 -0.080
C 3.864 4.157 -1.416 0.002 0.691 -0.508 -0.425
C -0.698 -1.526 -1.809 -0.351 -1.429 1.504 -0.159
C -1.159 0.465 3.047 -0.493 -0.589 -0.008 -0.392
H 4.001 5.237 -1.712 -0.212 -1.234 -0.007 0.218
C -1.980 -3.031 1.695 1.423 -0.597 -0.486 -0.225
H -0.299 -3.827 2.905 0.140 -0.271 -2.147 0.212
C -0.936 -1.859 -3.335 -0.250 0.740 1.147 -0.589
H -1.581 -2.782 -3.427 0.621 1.021 0.043 0.252
H -0.942 0.688 4.129 -0.145 -0.152 -1.095 0.222
H -0.346 -1.667 3.160 -0.178 0.945 -0.413 0.223
H -3.220 1.101 2.629 0.141 -0.918 0.368 0.224